[1]
Computed, not measured: C27H26BrClLaN11O4Se2 as an isolated structure, with wB97M-V/def2-TZVPD.

```
73
Properties=species:S:1:pos:R:3:forces:R:3:lowdin_charge:R:1
La -0.099 -0.108 1.611 0.219 -0.176 -0.652 1.999
N 0.450 3.588 3.218 0.154 0.635 -0.800 0.158
C 0.385 2.500 4.089 0.008 1.630 -0.770 -0.507
N 0.365 2.633 5.381 1.007 0.108 0.974 0.048
N 0.425 1.364 5.838 -1.431 0.040 -0.092 -0.061
N 0.295 0.552 4.847 1.037 -0.845 0.441 -0.092
N 0.345 1.249 3.698 -0.592 -0.789 -0.829 -0.159
C 0.759 3.481 1.885 -0.571 0.872 0.646 -0.394
N 0.991 4.555 1.067 -0.232 2.238 3.019 0.063
N 1.264 4.146 -0.077 0.238 -1.730 -1.286 0.038
N 1.215 2.831 -0.012 -0.373 -0.046 -0.748 -0.006
N 0.814 2.386 1.203 0.527 -1.373 -1.184 0.021
H 0.499 4.539 3.582 -0.029 -0.644 0.128 0.156
Cl -7.144 2.324 -0.840 -0.830 0.207 -0.033 0.708
C -5.520 1.908 -0.573 0.634 -1.838 1.187 -0.721
C -4.526 2.434 -1.348 0.800 1.273 -2.529 -0.114
C -3.201 2.110 -1.306 -0.073 -1.086 1.620 0.016
C -2.744 1.186 -0.295 -1.672 0.247 -0.402 -0.361
O -1.531 0.861 -0.225 1.649 -0.441 0.836 -0.215
C -3.783 0.566 0.514 -0.446 0.717 -1.123 -0.127
C -3.611 -0.439 1.478 -0.910 -0.196 -0.034 -0.217
O -2.554 -0.825 1.975 1.208 -0.379 0.413 -0.166
C -5.139 0.889 0.267 -0.880 0.758 0.380 -0.056
H -4.858 3.034 -2.193 0.127 0.339 0.220 0.114
H -2.466 2.458 -2.003 0.111 0.356 -0.283 0.107
H -4.576 -0.913 1.797 0.653 0.148 0.055 0.144
H -5.933 0.380 0.806 0.213 -0.129 0.118 0.113
C 3.006 -1.601 2.942 1.079 2.088 1.537 -0.122
O 2.446 -1.061 1.765 -0.546 0.154 -1.374 -0.267
C 3.144 -0.956 0.518 2.661 -0.806 3.458 -0.181
C 4.536 -1.164 0.495 -1.665 -0.253 1.222 -0.064
C 5.186 -0.803 -0.645 1.857 -1.048 0.004 -0.678
Br 7.095 -1.044 -0.606 -0.322 0.090 -0.278 0.709
C 4.536 -0.421 -1.770 -0.082 1.196 -2.326 -0.068
C 3.161 -0.174 -1.690 -0.105 0.883 -1.704 -0.050
C 2.461 -0.408 -0.520 -0.501 0.055 -0.319 -0.387
O 1.198 -0.129 -0.374 -1.390 0.343 0.527 -0.372
C 2.414 0.436 -2.857 0.803 -1.462 1.857 -0.253
N 2.983 0.737 -3.984 -1.197 0.501 -0.676 0.175
C 1.900 1.080 -4.791 -2.130 -0.318 0.105 -0.188
C 1.767 1.341 -6.160 2.750 0.545 0.173 -0.053
C 0.552 1.541 -6.707 -1.824 -0.181 -0.680 -0.127
C -0.675 1.342 -6.037 1.660 0.383 1.438 -0.087
C -0.626 1.054 -4.667 -1.688 -0.480 0.549 -0.039
C 0.629 0.958 -4.055 1.932 -0.202 -1.576 -0.172
N 1.042 0.552 -2.815 0.341 0.513 -0.958 0.152
H 3.677 -0.856 3.539 -1.141 -1.029 -1.296 0.146
H 3.528 -2.512 2.868 0.957 -1.123 -0.943 0.079
H 2.181 -1.878 3.562 -0.427 0.380 0.489 -0.021
H 5.061 -1.618 1.350 -0.301 0.512 -0.480 0.112
H 5.068 -0.226 -2.757 -0.763 -0.201 1.546 0.142
H 1.169 2.293 -0.873 0.052 -0.399 0.353 0.136
H 2.639 1.487 -6.849 -0.632 -0.308 1.022 0.126
H 0.572 1.813 -7.745 -0.393 0.057 -0.421 0.094
H -1.603 1.521 -6.518 -0.647 -0.087 -0.421 0.084
H -1.611 0.818 -4.093 1.930 0.564 -0.928 0.130
H 0.458 0.214 -2.088 -0.170 -0.169 0.840 0.101
C -1.292 -2.699 4.769 1.146 -3.106 0.722 -0.350
Se -0.060 -2.940 3.311 0.485 -0.292 -0.110 0.912
C -1.269 -3.968 2.223 -1.055 -0.060 -0.671 -0.569
C -0.688 -4.457 0.895 0.914 0.318 0.198 -0.528
Se 0.328 -3.071 -0.087 -0.946 0.271 -0.097 0.959
C -1.173 -2.259 -1.126 -0.154 -2.595 0.881 -0.316
H -0.722 -2.225 5.535 0.247 0.239 0.712 0.011
H -1.687 -3.729 5.087 0.423 1.795 -0.426 0.076
H -1.967 -2.040 4.379 -2.325 1.436 -0.553 -0.032
H -2.155 -3.300 2.021 0.760 -0.761 0.243 0.071
H -1.592 -4.858 2.788 0.006 0.444 -0.012 0.079
H -1.528 -4.792 0.291 0.277 -0.251 -0.276 0.066
H 0.102 -5.237 0.992 -0.921 0.297 0.187 0.069
H -0.926 -2.410 -2.149 -0.094 -0.226 -0.815 0.015
H -1.282 -1.250 -0.936 -0.096 2.080 0.471 -0.061
H -2.103 -2.788 -0.813 0.691 0.312 -0.465 0.053
```
Positions in Å, forces in eV/Å.

Lowest unoccupied orbital energy ... -0.733 eV
Molecular weight ... 980.76 g/mol
E ... -267120.763 eV
Frontier orbital gap ... 0.2675 Eh

=====

[2]
Computed, not measured: one molecule with the formula C4H4OSe, with wB97M-V/def2-TZVPD.

```
10
Properties=species:S:1:pos:R:3:forces:R:3:lowdin_charge:R:1
C 1.210 -0.387 0.153 0.821 -1.052 0.628 -0.224
C 0.730 0.837 0.242 -3.325 -0.586 -0.276 0.149
C 0.288 -1.463 0.235 1.836 -1.830 -0.905 -0.211
C -1.526 -0.066 -0.160 3.573 0.484 0.426 -0.504
O -1.003 -1.260 0.028 -2.683 1.483 0.040 -0.180
Se -3.389 0.132 0.077 0.041 1.768 -0.272 0.762
H 2.327 -0.611 0.147 -1.632 0.172 -0.108 0.141
H 0.556 1.816 -0.086 0.655 0.965 -0.354 0.017
H 0.490 -2.520 -0.033 0.391 0.970 0.367 0.121
H -3.433 1.700 -0.308 0.324 -2.375 0.454 -0.072
```
Positions in Å, forces in eV/Å.

Lowest unoccupied orbital energy (spin up / spin down) ... -0.308 / -0.303 eV
Molecular weight ... 147.04 g/mol
E ... -71599.039 eV
Frontier orbital gap (spin up / spin down) ... 0.2479 / 0.2482 Eh

=====

[3]
Computed, not measured: C18H21ClF5N5NiO3SSe as an isolated structure, with wB97M-V/def2-TZVPD.

```
56
Properties=species:S:1:pos:R:3:forces:R:3:lowdin_spin:R:1
Ni -0.171 1.575 0.634 0.011 0.073 -0.060 1.701
C -1.226 1.211 -3.587 0.030 -0.011 0.043 0.000
N -2.048 1.138 -2.381 0.047 -0.009 0.050 0.004
C -2.441 2.442 -1.863 0.012 0.002 0.058 -0.001
C -2.008 0.064 -1.569 0.057 0.092 0.018 0.009
S -2.066 0.217 0.139 -0.048 0.032 -0.010 0.044
N -1.978 -1.154 -2.123 0.058 -0.002 -0.045 0.007
C -1.582 -2.318 -1.344 0.033 -0.037 0.077 0.001
C -2.448 -1.423 -3.473 -0.049 -0.025 0.018 0.000
H -0.530 2.043 -3.467 0.007 0.014 0.000 0.000
H -1.835 1.381 -4.477 0.005 -0.014 0.000 0.000
H -0.642 0.303 -3.704 0.033 0.009 0.010 0.000
H -2.692 3.076 -2.713 -0.014 0.007 -0.008 0.000
H -1.633 2.906 -1.295 -0.017 -0.032 -0.030 -0.001
H -3.307 2.347 -1.214 0.013 -0.008 -0.002 0.000
H -0.691 -2.083 -0.767 -0.037 0.003 -0.014 0.000
H -1.354 -3.125 -2.038 0.013 0.010 -0.002 0.000
H -2.377 -2.633 -0.666 -0.015 -0.021 -0.027 0.001
H -3.047 -0.591 -3.831 -0.002 0.016 -0.008 0.000
H -3.076 -2.314 -3.448 0.002 0.005 0.006 0.000
H -1.623 -1.600 -4.166 -0.019 -0.013 -0.009 0.000
C -0.134 0.422 5.251 -0.005 0.010 0.001 0.001
N 0.489 -0.201 4.087 -0.019 0.027 -0.001 0.001
C 1.285 -1.298 4.178 0.004 -0.021 0.001 0.000
C 1.831 -1.864 3.087 0.012 0.000 0.022 0.001
C 1.553 -1.265 1.811 0.024 -0.041 -0.030 0.003
N 0.831 -0.147 1.739 -0.052 -0.033 0.006 0.021
C 0.259 0.365 2.851 0.057 -0.056 0.013 0.004
O -0.477 1.357 2.751 -0.081 0.009 0.006 0.036
N 2.003 -1.827 0.698 0.123 -0.026 0.101 0.000
H 0.067 -0.193 6.124 0.007 0.000 -0.002 0.000
H -1.206 0.504 5.092 0.000 -0.008 0.004 0.000
H 0.269 1.422 5.400 -0.002 0.003 -0.002 0.000
H 1.439 -1.688 5.175 -0.001 -0.001 0.000 0.000
H 2.446 -2.746 3.167 -0.002 0.000 -0.001 0.000
H 2.624 -2.614 0.758 -0.027 -0.018 0.033 0.000
H 1.782 -1.435 -0.226 -0.034 0.043 -0.019 0.000
F 1.890 5.517 -4.513 -0.002 -0.004 0.018 0.001
C 1.451 5.207 -3.290 0.000 -0.002 -0.025 0.004
C 0.150 5.491 -2.922 -0.016 0.023 -0.019 -0.001
F -0.675 6.079 -3.797 0.010 -0.007 0.013 0.000
C -0.291 5.161 -1.651 -0.010 0.012 0.041 0.005
F -1.563 5.454 -1.353 0.002 0.001 -0.020 0.002
C 0.523 4.533 -0.719 0.048 -0.008 0.004 0.008
Se -0.127 3.971 0.985 -0.028 -0.082 -0.059 0.100
C 1.831 4.286 -1.115 -0.005 -0.048 0.031 0.004
F 2.693 3.694 -0.279 -0.018 0.091 -0.023 0.001
C 2.296 4.603 -2.376 0.027 0.007 0.009 -0.001
F 3.556 4.315 -2.730 -0.003 0.012 0.001 0.000
Cl 4.028 -0.402 -2.192 0.006 -0.016 -0.007 0.001
C 2.956 0.973 -1.838 0.027 0.009 -0.012 0.002
C 1.529 0.570 -1.478 -0.067 -0.020 -0.197 0.006
O 1.155 -0.605 -1.559 -0.071 0.025 -0.011 0.003
O 0.821 1.561 -1.119 -0.001 0.062 0.082 0.031
H 2.938 1.621 -2.712 -0.009 -0.007 0.009 0.000
H 3.385 1.535 -1.012 -0.016 -0.026 -0.030 0.000
```
Positions in Å, forces in eV/Å.

2S+1 ... 3
Lowest unoccupied orbital energy (spin up / spin down) ... 0.172 / 0.099 eV
Molecular weight ... 655.56 g/mol
E ... -175936.708 eV
Frontier orbital gap (spin up / spin down) ... 0.2833 / 0.2860 Eh

=====

[4]
Computed, not measured: one molecule with the formula C23H33N5O6S, with wB97M-V/def2-TZVPD.

```
68
Properties=species:S:1:pos:R:3:forces:R:3:lowdin_charge:R:1
C 2.404 -1.836 5.166 -0.241 0.140 -0.120 -0.066
H 2.971 -1.084 5.708 0.092 0.045 0.072 0.066
H 2.179 -2.651 5.848 0.030 -0.102 0.083 0.074
H 3.020 -2.219 4.355 0.083 -0.071 -0.022 0.074
C 1.102 -1.256 4.608 0.230 -0.267 0.240 -0.215
N 1.297 -0.166 3.658 -0.094 0.145 -0.167 -0.144
C 1.933 -0.548 2.462 0.159 -0.110 -0.290 -0.184
C 3.255 -0.242 2.157 -0.251 -0.094 0.034 0.001
C 3.801 -0.608 0.938 0.211 0.015 -0.133 -0.051
C 3.038 -1.337 0.050 0.343 -0.059 -0.373 -0.261
C 1.731 -1.684 0.332 -0.146 -0.161 -0.050 0.014
C 1.154 -1.241 1.512 0.190 -0.007 -0.162 -0.135
N -0.218 -1.319 1.777 0.101 -0.210 0.482 0.143
C -1.182 -1.576 0.857 -0.245 0.002 0.379 -0.441
O -1.026 -2.219 -0.157 -0.008 -0.050 -0.193 0.091
C -2.533 -0.906 1.154 0.117 0.032 -0.127 -0.002
N -2.732 0.037 0.074 0.148 -0.053 0.220 0.080
C -3.784 0.019 -0.799 0.021 0.115 -0.073 -0.361
O -4.797 -0.616 -0.670 -0.196 -0.086 -0.101 0.124
C -3.418 0.966 -1.936 -0.230 0.001 -0.181 -0.332
N -2.104 1.417 -1.535 0.010 0.146 -0.226 0.185
C -1.681 0.845 -0.393 -0.184 0.229 0.035 -0.471
O -0.631 0.997 0.183 0.350 -0.014 0.157 0.111
H -1.443 1.829 -2.176 0.129 -0.090 0.085 0.156
C -3.432 0.255 -3.299 0.043 0.016 -0.024 -0.088
C -3.772 1.362 -4.289 -0.142 -0.092 0.045 -0.176
H -4.111 0.972 -5.247 0.075 0.029 -0.087 0.111
C -4.860 2.142 -3.556 0.043 0.063 -0.034 -0.175
H -4.985 3.152 -3.943 -0.095 0.019 -0.029 0.108
H -5.810 1.618 -3.653 -0.054 0.007 -0.039 0.115
C -4.413 2.143 -2.088 -0.216 -0.030 0.020 -0.083
H -5.259 2.019 -1.414 -0.007 0.059 0.046 0.118
H -3.900 3.069 -1.829 0.000 -0.033 0.046 0.119
H -2.899 1.994 -4.460 0.071 0.055 -0.074 0.113
H -2.482 -0.235 -3.500 -0.006 -0.103 0.050 0.106
H -4.223 -0.496 -3.287 -0.023 -0.024 -0.008 0.130
H -2.545 -0.392 2.119 -0.018 -0.093 -0.055 0.133
H -3.351 -1.629 1.097 0.151 0.066 0.048 0.140
H -0.455 -0.708 2.554 -0.061 -0.008 -0.200 0.129
H 1.168 -2.266 -0.376 -0.138 -0.008 0.009 0.110
S 3.715 -1.754 -1.555 0.088 0.233 -0.389 0.674
O 5.083 -1.320 -1.566 -0.153 0.228 0.245 -0.284
O 3.414 -3.117 -1.875 -0.353 0.024 0.132 -0.274
N 2.906 -0.816 -2.656 0.480 -0.648 0.641 -0.238
C 3.005 0.618 -2.563 -0.129 0.565 0.101 -0.152
H 3.822 0.850 -1.881 0.001 0.242 -0.056 0.120
C 1.683 1.222 -2.078 0.393 0.008 0.161 -0.177
H 1.713 2.311 -2.142 0.071 -0.051 0.085 0.131
O 0.608 0.813 -2.904 -0.068 0.156 -0.250 -0.150
C 0.467 -0.596 -2.892 0.074 -0.299 -0.041 -0.175
H -0.348 -0.825 -3.582 0.046 -0.078 0.081 0.117
C 1.746 -1.296 -3.362 -0.546 -0.169 -0.118 -0.148
H 1.688 -2.371 -3.200 -0.165 0.011 -0.177 0.120
H 1.891 -1.099 -4.433 -0.003 -0.060 0.091 0.134
H 0.192 -0.929 -1.884 -0.007 0.002 -0.093 0.100
H 1.481 0.924 -1.039 0.031 0.069 -0.103 0.108
H 3.242 1.018 -3.558 0.058 -0.022 0.111 0.134
H 4.816 -0.361 0.673 0.131 0.056 0.037 0.112
H 3.859 0.293 2.874 0.032 0.054 0.088 0.119
C 1.670 1.113 4.240 -0.324 0.255 0.085 -0.231
C 0.426 1.844 4.742 0.300 -0.061 -0.034 -0.074
H -0.277 1.981 3.923 -0.069 0.017 -0.076 0.072
H 0.704 2.821 5.128 -0.027 0.134 0.106 0.072
H -0.067 1.291 5.537 -0.076 -0.029 0.092 0.063
H 2.131 1.718 3.458 0.055 -0.059 0.084 0.119
H 2.390 1.005 5.062 0.067 0.001 -0.105 0.113
H 0.553 -2.057 4.105 -0.084 0.064 0.084 0.114
H 0.484 -0.881 5.426 -0.071 -0.062 -0.067 0.112
```
Positions in Å, forces in eV/Å.

Lowest unoccupied orbital energy ... 0.526 eV
Molecular weight ... 507.61 g/mol
Structure (SMILES) ... CCN(CC)c1ccc(S(=O)(=O)N2CCOCC2)cc1NC(=O)CN1C(=O)NC2(CCCC2)C1=O
E ... -54959.038 eV
Frontier orbital gap ... 0.3301 Eh

=====

[5]
Computed, not measured: C14H14BF9N6OTi as an isolated structure, with wB97M-V/def2-TZVPD.

```
46
Properties=species:S:1:pos:R:3:forces:R:3:lowdin_spin:R:1
H 1.407 3.620 0.580 0.101 -0.114 -0.133 0.011
N 0.833 1.922 -0.604 -1.152 2.819 -1.562 0.017
B 0.054 0.445 -2.578 -0.805 -0.239 -2.252 0.005
N 0.449 1.796 -1.921 0.561 0.645 0.790 0.022
C 0.701 2.960 -2.558 -0.526 -0.109 0.774 0.009
Ti 1.791 0.802 0.655 1.958 0.402 0.791 1.696
H 0.538 3.038 -3.622 -0.132 0.035 0.115 0.001
C 1.127 3.910 -1.630 -0.073 0.092 -0.148 0.014
H 1.256 4.972 -1.786 0.207 -0.248 -0.120 0.000
C 1.210 3.238 -0.414 -0.827 -1.383 -0.964 0.041
H 0.337 0.567 -3.759 0.218 0.073 0.301 0.000
C -2.346 -3.367 1.326 2.266 0.628 -0.482 0.000
H -1.675 -3.800 2.075 -0.111 0.051 -0.143 0.000
H -2.227 -2.279 1.335 -0.013 -0.208 -0.069 0.000
H -2.082 -3.747 0.335 -0.027 0.083 0.178 0.000
N -1.560 0.006 -2.863 -0.488 -0.342 1.472 0.001
N 1.129 -0.552 -2.012 0.936 -0.274 0.296 0.015
N -2.419 -0.308 -1.807 0.006 0.309 -0.762 0.000
N 1.658 -0.573 -0.735 -0.235 -3.013 -1.522 0.021
C -2.289 -0.114 -4.047 0.077 0.005 0.553 0.000
C 1.820 -1.428 -2.769 -0.634 0.044 0.506 0.007
H -1.873 0.062 -5.039 0.148 0.009 0.515 0.000
H 1.647 -1.464 -3.836 -0.104 -0.173 0.170 0.001
C -3.604 -0.483 -3.746 1.439 0.400 0.566 0.000
C 2.680 -2.157 -1.960 0.293 -0.650 -0.203 0.008
C -3.622 -0.572 -2.337 1.258 0.234 -0.378 0.000
C 2.530 -1.645 -0.683 -1.096 1.632 -0.634 0.030
H -4.441 -0.667 -4.394 0.108 0.064 -0.282 0.000
H 3.299 -2.999 -2.252 -0.131 0.306 0.002 0.000
H -4.494 -0.823 -1.750 0.297 -0.003 0.334 0.000
H 2.935 -1.964 0.269 0.121 0.154 -0.174 0.008
H -3.324 -3.614 1.546 -2.103 -0.544 0.479 0.000
F -1.591 1.209 3.109 0.559 -1.020 1.105 0.000
C -0.846 0.271 3.760 -0.659 -0.121 -0.508 0.000
F -0.893 0.465 5.101 -0.543 -0.043 -0.913 0.000
F -1.374 -0.945 3.448 0.305 1.465 0.695 0.000
C 0.625 0.351 3.281 -0.833 -0.433 -2.209 0.013
O 0.573 0.219 1.876 -1.043 -0.352 3.244 0.024
C 1.240 1.726 3.624 0.259 0.366 0.183 0.005
F 1.626 1.798 4.908 -0.098 0.434 -1.115 0.001
F 2.377 1.916 2.807 -1.041 -0.204 0.742 0.037
F 0.411 2.753 3.321 1.039 -0.949 0.497 0.002
C 1.414 -0.858 3.828 -0.092 -0.483 0.251 0.002
F 1.453 -0.840 5.184 0.300 -0.435 -1.152 0.001
F 0.856 -2.021 3.405 0.846 1.093 0.659 0.000
F 2.681 -0.827 3.331 -0.539 -0.003 0.507 0.006
```
Positions in Å, forces in eV/Å.

2S+1 ... 3
Lowest unoccupied orbital energy (spin up / spin down) ... 0.044 / -0.270 eV
Molecular weight ... 511.97 g/mol
E ... -73983.056 eV
Frontier orbital gap (spin up / spin down) ... 0.2525 / 0.3006 Eh

=====

The records above yield relative energy (zero: lowest compared OMol25 entry of this formula, charge and spin) values of 106.1 586.6 0.0 0.0 28.5 kJ/mol, respectively.